DFT (wB97M-V/def2-TZVPD) results for a molecular structure, C26H36AlBrCl3FLiN5NaO13S2 in a non-equilibrium geometry.

Geometry as XYZ:
```
90
Properties=species:S:1:pos:R:3:forces:R:3
F -1.179 4.660 5.405 0.572 -0.355 0.243
C -0.901 3.516 4.572 -0.360 0.474 -0.700
C -1.014 3.969 3.109 -0.558 0.333 0.347
C -1.827 2.994 2.238 0.687 -0.043 0.309
C -1.006 1.875 1.652 0.872 0.317 1.328
N -1.400 1.342 0.575 -1.246 0.186 0.114
C -0.595 0.247 0.069 -0.329 -0.418 -0.027
C 0.736 0.484 0.847 0.513 -0.211 -2.146
C 1.615 1.301 -0.152 0.209 0.013 -0.201
C 3.143 1.225 0.125 -1.302 0.017 0.392
C 3.584 2.253 1.205 0.013 0.158 -0.643
S 3.954 1.490 2.826 -0.049 0.208 0.811
C 3.452 2.613 4.062 -0.357 -0.186 -1.441
S 2.576 4.007 3.806 -0.194 0.057 0.070
N 3.792 2.339 5.380 0.449 0.487 -1.498
C 4.497 3.228 6.159 0.248 0.982 0.201
C 4.583 2.628 7.359 0.459 0.267 0.831
N 3.962 1.403 7.343 -0.037 0.583 1.700
C 3.520 1.267 6.150 -2.047 -2.155 -0.534
C 0.278 1.203 2.146 -0.028 -0.895 -0.318
H 0.126 3.215 4.832 -0.164 -0.086 -0.188
H -1.661 2.777 4.839 0.177 0.042 0.053
H -0.044 4.249 2.686 -0.103 -0.277 0.033
H -1.594 4.903 3.154 0.127 -0.207 -0.009
H -2.611 2.536 2.860 0.051 0.041 -0.219
H -2.338 3.536 1.431 0.176 -0.175 0.065
H -2.257 1.757 0.168 0.109 -0.617 -1.145
H -1.085 -0.739 0.358 0.699 1.662 1.017
H -0.600 0.344 -1.036 0.483 0.060 0.229
H 1.281 -0.461 0.940 -0.358 0.051 0.692
H 1.249 2.342 -0.154 0.255 -0.141 -0.246
H 1.490 0.904 -1.200 -0.008 0.297 0.842
H 3.617 1.402 -0.845 0.197 0.126 0.323
H 3.340 0.180 0.399 0.393 0.240 -0.006
H 4.503 2.748 0.872 -0.053 -0.077 0.357
H 2.816 3.029 1.291 0.204 -0.113 0.253
H 4.857 4.176 5.793 0.027 -0.157 -0.086
H 5.056 3.046 8.235 0.073 -0.262 0.034
H 2.922 0.321 5.796 1.821 1.421 0.274
H 1.051 1.810 2.631 -0.282 0.440 -0.482
H 0.079 0.401 2.883 -0.508 0.320 -0.111
N 1.638 0.407 -3.855 -0.184 0.117 -0.561
O 2.203 -0.366 -3.032 -0.038 -0.260 0.758
O 1.357 1.570 -3.512 0.066 0.163 0.487
O 1.365 0.006 -4.988 0.081 -0.143 0.076
Li -1.639 -1.729 -0.674 -0.560 -1.328 -1.435
Br 4.097 -1.229 5.364 0.037 -1.457 -0.771
Al 0.626 4.638 6.920 0.319 0.526 -0.234
C -1.113 -6.399 -1.181 0.338 -0.142 -0.316
N -1.559 -5.055 -0.736 0.241 -0.559 0.100
O -1.018 -4.556 0.233 0.039 0.607 -0.115
O -2.444 -4.520 -1.372 -0.090 0.590 -0.044
H -0.326 -6.739 -0.521 -0.046 0.090 0.075
H -1.968 -7.062 -1.134 -0.026 0.035 -0.141
H -0.749 -6.294 -2.201 -0.113 0.114 -0.018
C -5.210 -9.161 1.091 -0.577 -0.283 0.140
C -4.066 -8.531 0.512 0.837 0.817 0.575
C -3.293 -7.647 1.464 -0.220 0.009 0.968
O -2.258 -7.091 1.165 -0.054 -0.054 -0.160
C -3.834 -7.454 2.802 0.506 0.326 -0.397
C -4.984 -8.069 3.383 -0.793 -0.840 -0.567
C -5.702 -9.041 2.465 0.376 -0.079 -0.607
O -6.645 -9.707 2.798 -0.331 -0.060 0.405
O -5.408 -7.890 4.493 0.165 0.444 0.677
O -3.679 -8.645 -0.625 -0.194 -0.323 -0.640
H -5.813 -9.822 0.474 0.101 0.004 -0.111
H -3.260 -6.752 3.399 -0.070 -0.055 0.136
C 2.813 8.146 3.754 0.022 0.373 0.028
Cl 3.233 8.064 5.469 0.008 -0.114 0.021
Cl 1.499 7.013 3.388 -0.218 0.064 -0.052
Cl 2.364 9.782 3.298 0.030 -0.167 0.030
H 3.681 7.855 3.176 -0.033 -0.072 0.016
O -2.397 2.383 -2.306 -0.266 -0.827 1.191
H -2.012 2.329 -1.422 0.404 0.419 -0.170
C -0.626 0.695 -7.330 0.129 -0.183 -0.239
C -1.342 1.407 -8.458 -0.181 -0.034 0.647
O -0.579 1.355 -9.677 -0.121 0.163 -0.159
C -0.660 0.219 -10.356 0.216 0.204 0.194
O -1.311 -0.746 -10.057 -0.171 -0.217 -0.068
O 0.128 0.322 -11.432 -0.021 0.005 -0.132
C 0.195 -0.866 -12.218 0.084 -0.158 -0.216
H 0.386 1.080 -7.213 -0.070 0.099 0.145
H -1.162 0.824 -6.391 0.057 0.081 0.010
H -0.539 -0.372 -7.533 -0.093 0.003 0.002
H -1.453 2.462 -8.212 0.158 0.060 -0.257
H -2.343 1.005 -8.616 0.094 -0.114 -0.187
H -0.799 -1.221 -12.483 -0.005 -0.039 0.138
H 0.746 -1.638 -11.682 -0.130 -0.054 0.029
H 0.733 -0.622 -13.131 0.038 0.199 0.097
Na 1.234 1.267 5.957 -0.571 -0.362 0.139
```
Forces are in eV/Å.

Net charge: +1
HOMO energy in eV: -8.5330
2S+1: 1
HOMO-LUMO gap in eV: 1.73